[1]
{"formula": "C3H15NO3", "method": "ωB97M-V/def2-TZVPD", "homo_lumo_gap_ev": 9.9, "e_above_lowest_kcal_mol": 20.4, "energy_ev": -10986.726, "mol_weight_g_mol": 113.157, "species": ["O", "O", "O", "N", "C", "C", "C", "H", "H", "H", "H", "H", "H", "H", "H", "H", "H", "H", "H", "H", "H", "H"], "coordinates": [[0.88823, 2.06248, 0.20477], [3.07103, -0.16464, -0.69570], [0.51779, 0.23272, -2.30798], [0.17649, -0.86393, 0.39824], [-2.46267, 0.12415, 0.12858], [-2.20112, -0.79030, 1.31197], [-0.67517, -1.01043, 1.55903], [-2.67130, -1.76920, 1.28308], [2.52968, -0.90197, -1.01799], [1.63762, 2.65946, 0.31693], [-0.57634, -1.94656, 2.12556], [-2.56086, -0.25784, 2.18897], [0.29450, 0.66062, -1.46472], [-2.11880, -0.21718, -0.85407], [-1.90955, 1.06064, 0.25236], [-3.52392, 0.32132, 0.00109], [2.92413, 0.51189, -1.36951], [0.00146, 0.70646, -2.96650], [-0.34875, -0.30287, 2.32735], [1.06667, -1.25797, 0.69117], [0.90325, 1.49660, 0.98506], [-0.09911, -1.29393, -0.48393]], "forces_ev_per_a": [[0.0, 0.4, 0.1], [0.0, -0.3, -0.2], [-0.2, 0.1, 0.0], [0.6, -0.3, 0.3], [0.1, 0.2, -0.6], [1.3, 0.3, 0.0], [-1.2, -0.1, 0.8], [-0.3, 0.1, -0.4], [0.2, 0.4, 0.1], [-0.1, -0.1, 0.0], [0.1, -0.4, -0.5], [-0.3, -0.2, 0.2], [0.3, 0.0, 0.1], [0.0, -0.5, 0.2], [-0.3, 0.1, 0.2], [-0.1, 0.2, 0.2], [-0.1, -0.1, 0.2], [0.0, 0.0, -0.1], [0.1, 0.5, -0.3], [0.1, 0.2, -0.6], [0.0, -0.2, -0.3], [-0.3, -0.1, 0.6]], "lowdin_charge": [-0.064, -0.077, -0.076, -0.015, -0.123, -0.234, -0.296, 0.096, 0.021, 0.046, 0.098, 0.097, -0.006, 0.059, 0.071, 0.067, 0.026, 0.042, 0.098, 0.072, 0.025, 0.072]}

[2]
{"formula": "C17H31CaN3O3S2Si", "method": "ωB97M-V/def2-TZVPD", "homo_lumo_gap_ev": 8.4, "e_above_lowest_kcal_mol": 9.6, "energy_ev": -76737.810, "mol_weight_g_mol": 457.751, "species": ["Ca", "S", "S", "Si", "O", "O", "O", "N", "N", "N", "C", "C", "C", "C", "C", "C", "C", "C", "C", "C", "C", "C", "C", "C", "C", "C", "C", "H", "H", "H", "H", "H", "H", "H", "H", "H", "H", "H", "H", "H", "H", "H", "H", "H", "H", "H", "H", "H", "H", "H", "H", "H", "H", "H", "H", "H", "H", "H"], "coordinates": [[1.11079, -0.67384, 1.20712], [1.26772, 1.80374, 0.19249], [-2.57401, -2.89121, 0.32978], [1.70913, 3.04445, -2.92901], [0.52729, -2.83382, 1.19676], [3.38518, -3.59200, 3.14073], [2.50092, -1.63339, 2.47139], [-2.85576, -0.26747, 0.12330], [0.37915, -0.43270, -1.04300], [-1.75225, -1.02377, 2.04510], [2.50851, -2.92379, 2.63768], [0.32212, -3.83204, 3.40658], [-1.08343, 0.64069, 3.72446], [0.37100, 0.60856, -3.57097], [-3.54949, 2.11175, 0.23419], [-0.09042, -1.15660, -2.06942], [0.69100, 4.44889, -2.28065], [3.44522, 3.09685, -2.27671], [1.77767, 3.18109, -4.78866], [1.21574, -3.67240, 2.18910], [-2.38703, -1.28588, 0.84752], [-2.24439, -0.02215, 3.01303], [-0.14770, -0.66970, -3.35021], [0.88681, 1.38450, -2.54626], [0.82638, 0.82743, -1.24465], [-2.40629, 1.13003, 0.08954], [1.54517, -5.00556, 1.55723], [2.27006, 2.31736, -5.24320], [-1.42933, 1.36422, 4.46245], [0.11427, -2.87334, 3.88974], [-4.07032, 1.99333, 1.18564], [2.06054, -4.86610, 0.60695], [4.06437, 3.70802, -2.93892], [0.62501, 4.40643, -1.19260], [-0.46780, -0.09229, 4.25131], [-0.43677, -2.15452, -1.82445], [-3.29845, -0.60264, -0.72036], [3.88098, 2.09626, -2.23620], [-0.31968, 4.41817, -2.69568], [-2.84820, 0.70786, 2.48427], [2.20164, -5.56427, 2.22025], [0.78912, 3.28303, -5.24337], [3.48826, 3.51046, -1.27054], [-0.55808, -1.27428, -4.14615], [1.14041, 5.40405, -2.56493], [-4.28639, 1.98664, -0.56115], [-1.88828, 1.27590, -0.85910], [-3.17498, 3.13379, 0.17223], [-0.45091, 1.17553, 3.00870], [-0.27236, -3.27454, 0.85797], [0.82243, -4.46108, 4.14268], [2.35494, 4.06851, -5.06054], [-1.64888, 1.28066, 0.85636], [-0.62454, -4.30536, 3.13211], [-1.50636, -1.90894, 2.46863], [0.63436, -5.58357, 1.38016], [-2.91233, -0.52740, 3.71491], [0.36828, 0.99647, -4.58364]], "forces_ev_per_a": [[-0.4, 0.7, -0.1], [-0.1, -0.3, -0.7], [0.1, 0.4, 0.1], [-0.2, -0.2, 0.1], [0.3, -0.6, 0.4], [0.1, -0.1, 0.1], [0.2, -1.0, 0.4], [0.0, -0.1, -0.2], [0.0, 0.3, 0.0], [0.1, 0.2, -0.3], [-0.1, 0.6, -0.2], [-0.1, -0.1, 0.1], [0.1, 0.1, 0.0], [-0.1, -0.1, -0.2], [-0.2, 0.1, 0.0], [0.1, 0.0, 0.1], [-0.2, 0.2, 0.1], [0.3, -0.1, 0.1], [0.0, 0.0, -0.3], [0.0, 0.2, -0.3], [-0.1, -0.3, 0.2], [0.0, -0.2, -0.1], [0.0, 0.1, 0.1], [0.1, -0.1, 0.1], [-0.1, 0.4, 0.3], [0.1, -0.2, 0.1], [0.0, -0.1, 0.0], [0.0, 0.0, 0.0], [0.0, 0.0, 0.0], [0.0, 0.0, -0.1], [0.0, 0.0, 0.0], [0.0, 0.0, 0.0], [0.0, 0.0, 0.1], [0.0, 0.0, 0.0], [0.0, 0.0, 0.0], [0.0, 0.0, 0.0], [0.0, 0.1, 0.0], [0.0, 0.0, 0.0], [0.0, 0.0, 0.0], [0.0, 0.0, 0.0], [0.0, 0.0, 0.0], [0.0, 0.0, 0.0], [0.0, 0.0, 0.0], [0.0, 0.0, 0.0], [0.0, 0.0, 0.0], [0.0, -0.1, 0.0], [0.0, 0.1, 0.0], [0.0, 0.0, 0.0], [0.0, 0.0, 0.0], [0.0, 0.0, 0.1], [0.0, 0.0, 0.0], [0.0, 0.0, 0.0], [0.0, 0.0, 0.0], [0.0, 0.0, 0.0], [0.0, 0.0, 0.1], [0.0, 0.0, 0.0], [0.0, 0.0, 0.1], [0.0, 0.0, 0.0]], "lowdin_charge": [1.274, 0.469, 0.635, 0.469, -0.238, 0.074, -0.245, 0.019, -0.111, -0.031, -0.618, -0.013, -0.072, -0.079, -0.071, -0.154, -0.187, -0.188, -0.193, -0.502, -0.844, -0.221, -0.063, -0.253, -0.752, -0.241, -0.014, 0.036, 0.084, 0.082, 0.070, 0.097, 0.031, 0.005, 0.078, 0.090, 0.120, 0.037, 0.033, 0.089, 0.093, 0.034, 0.018, 0.103, 0.035, 0.079, 0.111, 0.082, 0.053, 0.001, 0.103, 0.034, 0.074, 0.090, 0.078, 0.091, 0.127, 0.093]}

[3]
{"formula": "C4H6O2", "method": "ωB97M-V/def2-TZVPD", "homo_lumo_gap_ev": 10.1, "e_above_lowest_kcal_mol": 45.9, "energy_ev": -8338.471, "mol_weight_g_mol": 86.090, "species": ["O", "O", "C", "C", "C", "C", "H", "H", "H", "H", "H", "H"], "coordinates": [[-0.04253, 0.14942, -0.56726], [2.55076, 1.19157, 1.55558], [-1.68029, -1.45670, -1.02311], [1.94511, 0.97002, 0.53602], [0.43191, 1.04652, 0.40985], [-0.88072, -0.84722, -0.15766], [-1.69470, -1.14720, -2.06431], [0.12453, 2.05644, 0.10511], [2.45027, 0.66240, -0.40392], [-0.02041, 0.85511, 1.38614], [-2.32247, -2.26436, -0.69368], [-0.83234, -1.10863, 0.90324]], "forces_ev_per_a": [[0.2, -0.1, -0.2], [-0.4, 0.0, -0.6], [0.1, 0.1, 0.1], [0.1, -0.1, 0.2], [-0.2, 0.2, 0.4], [-0.2, -0.1, 0.0], [0.0, -0.1, 0.2], [0.2, 0.0, 0.1], [0.1, 0.1, 0.1], [0.1, 0.0, 0.0], [0.1, 0.1, -0.1], [0.0, 0.1, -0.2]], "lowdin_charge": [-0.109, 0.062, 0.025, -0.215, -0.164, -0.234, 0.065, 0.138, 0.132, 0.126, 0.053, 0.121]}